No. 1
105
Properties=species:S:1:pos:R:3:forces:R:3 method="wB97M-V/def2-TZVPD" gap_ev=9.94 smiles=COC[C@H](C)N.COC[C@H](C)N.COC[C@H](C)N.CCO.CCO.CCO.CCO.CCO.CCO e_above_lowest_kcal_mol=71.6
O 14.129327 -1.980181 -9.257729 -0.157 -0.963 0.585
O 17.908500 -1.890904 -9.947090 0.567 -0.193 -0.579
O 7.247675 -0.201744 -8.983965 0.187 -1.056 0.569
O 10.284873 -7.224695 -12.497246 0.318 -1.106 0.140
O 17.842443 0.366812 -8.388217 0.449 0.240 -0.085
O 14.357542 -4.401606 -17.499899 0.263 0.846 0.351
O 11.056468 -3.764981 -5.886534 -0.115 0.114 0.178
O 15.298888 -6.199138 -5.008211 -0.414 -0.014 0.541
O 15.896717 1.352822 -2.866629 0.176 -0.358 0.580
N 11.082053 -2.846946 -11.184097 0.247 -0.859 0.511
N 17.989509 -0.377402 -12.233120 -0.906 0.039 0.516
N 13.606807 -3.690127 -7.080632 -0.280 -0.932 0.309
C 10.046888 -6.008208 -6.023865 -0.366 1.374 0.077
C 12.247229 -3.187399 -10.322287 -0.617 0.426 -0.118
C 15.259361 -0.326465 -4.477622 0.182 -1.770 0.955
C 14.590560 -0.778628 -8.655338 0.290 0.267 -1.879
C 14.477130 -4.856458 -6.796536 0.833 0.585 0.133
C 14.986995 -6.920444 -3.806857 0.376 0.652 -1.040
C 17.099752 -2.361306 -11.044746 -1.349 0.542 1.498
C 18.777426 -2.869092 -9.430349 -0.400 -1.194 0.257
C 12.976055 -4.323872 -10.996417 1.391 -0.373 -0.310
C 16.321204 0.668070 -4.069346 -1.537 1.853 0.527
C 7.406774 -0.483225 -10.367905 -0.162 1.453 -0.470
C 7.826966 -1.902236 -10.657069 0.127 -0.735 -0.332
C 10.820826 -7.560052 -10.105257 -1.408 -1.325 0.073
C 14.041767 -4.180935 -16.126785 -0.810 -1.639 0.633
C 16.754482 -1.096628 -11.848647 0.295 -0.172 -0.639
C 14.197273 -5.380430 -5.378232 0.501 -0.416 -0.583
C 15.914491 -1.360421 -13.080555 0.101 -0.811 -0.699
C 17.902207 1.643271 -9.015832 -1.294 0.174 -0.316
C 15.936784 -4.355828 -6.925076 -0.740 -0.720 0.535
C 10.319850 -4.654218 -6.709572 1.477 -0.265 0.313
C 12.741319 -4.942267 -15.819058 0.074 0.545 0.369
C 17.550648 2.751745 -8.024088 0.285 -1.126 0.280
C 9.844477 -7.010128 -11.142154 0.808 1.642 -1.115
C 12.982279 -1.867606 -10.065583 0.327 0.061 -0.546
H 15.481938 -0.973033 -8.064923 -0.302 -0.205 0.358
H 17.522140 -3.240219 -11.534855 0.479 0.428 -0.466
H 14.005263 -4.432240 -10.627614 -0.115 -0.003 0.098
H 17.159770 1.605220 -9.822132 -0.004 0.378 -0.132
H 15.896551 -7.466343 -3.577878 -0.165 -0.212 0.285
H 15.649935 -1.041420 -5.206530 -0.134 0.225 -0.320
H 7.023259 -2.637688 -10.720591 -0.177 0.145 0.709
H 12.258352 -1.192101 -9.597856 0.000 0.085 -0.012
H 12.829457 -5.971066 -16.172132 -0.142 0.013 -0.161
H 16.516535 -2.019446 -13.717329 -0.211 0.051 -0.267
H 14.243849 -0.015627 -4.721097 0.381 0.842 -0.536
H 14.058110 -4.568658 -4.654450 -0.001 0.123 -0.033
H 13.803033 -0.204967 -8.163269 0.019 -0.236 0.308
H 8.604110 -2.215341 -9.959256 -0.312 -0.039 0.318
H 10.996659 -6.476096 -5.770227 -0.010 -0.428 -0.658
H 14.952051 -0.202400 -9.517971 -0.004 0.623 0.382
H 16.043305 -3.604287 -6.138719 0.457 0.092 -0.093
H 16.149119 -0.467154 -11.192753 0.363 0.182 0.227
H 10.384048 -8.466987 -9.670912 0.036 -0.003 0.025
H 18.850890 1.892533 -9.499126 0.287 -0.355 0.192
H 8.158197 0.199399 -10.786218 0.085 -0.116 0.034
H 15.033333 -0.948341 -3.600737 0.348 -0.035 0.079
H 19.380162 -3.349758 -10.208857 0.250 0.443 -0.061
H 11.970268 -3.693527 -6.255757 -0.365 -0.089 -0.007
H 13.307363 -6.018058 -5.371176 -0.280 0.291 -0.054
H 10.323861 -3.274316 -10.670413 -0.627 0.562 -0.555
H 14.057456 -2.961282 -6.535784 -0.300 0.400 -0.130
H 8.811195 -7.356678 -11.064481 0.151 -0.007 0.369
H 11.850350 -3.517394 -9.354239 0.226 -0.073 0.018
H 10.987412 -4.895044 -7.550903 -0.303 -0.010 -0.320
H 18.337136 2.727114 -7.266402 0.098 0.591 -0.067
H 10.941788 -1.854889 -11.321406 -0.184 -0.011 0.323
H 9.375400 -6.506801 -6.723801 0.283 -0.812 0.297
H 7.400879 0.719694 -8.780776 0.055 0.185 -0.273
H 18.554724 -0.416089 -11.393022 0.475 0.186 -0.257
H 6.461172 -0.173793 -10.829805 0.084 -0.522 -0.411
H 13.650110 -3.376640 -8.054401 0.300 -0.249 0.517
H 8.293656 -2.052753 -11.635820 0.015 0.715 -0.120
H 9.447815 -4.141147 -7.119398 -0.274 -0.204 0.255
H 9.578116 -5.911134 -5.042239 -0.416 0.293 -0.214
H 18.202416 -3.704835 -9.004994 -0.098 0.135 0.102
H 17.789265 -0.300739 -9.098052 0.123 0.042 0.464
H 16.190357 -2.715544 -10.540744 -0.202 -0.165 -0.387
H 16.624806 -5.183969 -6.750027 0.185 0.275 -0.083
H 15.649888 -0.481195 -13.666832 0.412 0.278 0.237
H 18.471794 -0.869962 -12.976001 0.003 -0.095 0.038
H 14.135317 -7.572289 -4.009115 0.030 -0.239 0.236
H 15.436166 2.179277 -3.014659 -0.023 -0.045 -0.472
H 16.418109 1.448103 -4.827215 0.567 -0.299 -0.282
H 14.957897 -1.868345 -12.933349 0.163 -0.153 0.515
H 14.368374 -5.709917 -7.468496 -0.526 0.288 -0.301
H 11.902419 -4.415662 -16.275391 -0.092 -0.290 -0.190
H 17.276012 0.258249 -3.759231 0.043 -0.440 -0.583
H 12.522025 -5.016341 -14.751058 0.160 0.154 0.028
H 19.387779 -2.477587 -8.620773 0.036 0.361 -0.224
H 10.131151 -6.435214 -13.012046 -0.115 0.192 -0.003
H 10.880545 -6.868904 -9.267380 0.633 0.107 -0.118
H 14.730750 -6.211439 -3.017424 0.030 -0.108 0.212
H 13.924265 -3.141490 -15.824360 0.183 0.240 -0.640
H 17.442024 3.704111 -8.534801 0.225 0.140 0.155
H 16.642280 2.524811 -7.462765 -0.203 -0.042 -0.322
H 16.068719 -3.904300 -7.905945 0.131 0.030 -0.039
H 13.797992 -5.123786 -17.789727 0.011 -0.046 -0.150
H 11.745122 -7.923354 -10.547831 0.266 0.684 0.034
H 9.904004 -5.913397 -11.084099 -0.648 -0.109 0.627
H 14.801189 -4.626821 -15.476642 0.349 0.184 -0.199
H 13.047409 -4.190862 -12.078322 0.019 0.470 0.041
H 13.280374 -1.461898 -11.044804 -0.095 0.218 -0.010
H 12.518766 -5.312100 -10.915657 -0.354 0.207 0.450

No. 2
39
Properties=species:S:1:pos:R:3:forces:R:3 method="wB97M-V/def2-TZVPD" gap_ev=2.84 total_charge=-2 e_above_lowest_kcal_mol=79.8
Zr -0.193189 -0.640035 2.217344 -0.108 -0.664 -3.134
Cl 3.373059 1.199315 0.149997 1.762 2.666 3.648
Cl 1.844469 -1.527366 1.338702 -0.488 -0.002 0.733
F 1.418916 3.166402 4.672316 -0.457 -0.597 0.538
F -0.191699 2.270568 5.874281 0.806 -0.107 -0.248
F 1.879686 1.505477 6.004457 -0.752 0.249 -0.254
O -1.303389 0.554978 1.128208 -0.036 0.046 1.630
O -1.240468 -2.290493 2.251493 -0.309 -0.443 0.463
O -0.070588 -0.026421 4.294159 0.345 0.685 0.382
O 1.038708 1.234679 2.845798 -0.464 0.169 2.104
C -1.170508 -0.970306 -1.618272 0.981 0.966 -0.234
C 0.937705 2.010999 5.168947 0.453 0.257 -0.455
C -1.143792 0.447799 -1.753574 0.766 -1.109 0.059
C -2.321854 1.337160 -1.811677 -0.075 0.108 -0.062
C 0.211414 0.856697 -1.819715 -0.462 -1.507 -0.252
C 0.176263 -1.441815 -1.680634 -0.567 1.505 0.282
C 0.640334 1.018644 4.011626 0.011 -0.328 -1.340
C 2.476013 -0.317315 -1.945258 1.192 0.566 0.629
C 0.673131 2.255700 -1.843797 0.508 0.417 0.095
C -2.380029 -1.795378 -1.496727 -0.516 -0.292 -0.033
C 0.595109 -2.853208 -1.607299 0.206 -0.333 -0.123
C 1.033964 -0.312596 -1.825608 -1.975 0.152 0.146
H -0.155014 -3.452057 -1.082513 0.022 -0.160 0.056
H -3.181861 -1.254280 -0.973814 -0.036 -0.113 -0.013
H -2.110644 2.296688 -1.327113 -0.160 0.130 0.083
H -1.831362 1.361513 1.251281 0.484 -0.537 -0.397
H -1.624041 -3.169671 2.078337 0.519 1.093 0.070
H 0.887926 2.628387 -2.853999 0.004 0.157 -0.183
H 2.914389 -1.292834 -1.743634 0.201 -0.284 -0.352
H -3.194183 0.879901 -1.337693 -0.150 0.056 0.118
H -2.605446 1.565094 -2.847985 -0.195 0.161 -0.075
H 1.601587 2.340442 -1.263727 -0.207 0.194 -0.103
H 0.717174 -3.287732 -2.610387 0.122 -0.245 -0.019
H -2.774935 -2.086697 -2.484136 -0.238 -0.187 0.053
H -2.187333 -2.720230 -0.936035 -0.089 -0.016 -0.029
H 2.843889 0.138123 -2.862290 0.208 -0.211 -0.621
H 2.953898 0.401343 -1.082107 -1.370 -2.377 -3.072
H 1.546071 -2.952305 -1.072588 -0.055 -0.150 -0.088
H -0.083378 2.920823 -1.406371 0.120 0.086 -0.001

No. 3
18
Properties=species:S:1:pos:R:3:forces:R:3 method="wB97M-V/def2-TZVPD" gap_ev="8.82 / 8.82" total_charge=+1 e_above_lowest_kcal_mol=74.0
S -0.433140 2.854870 2.259800 0.734 0.550 0.888
N 0.197009 -0.570163 -0.488662 0.995 -3.696 0.451
N 0.616398 -0.184465 1.795258 -0.287 1.775 -1.612
C 0.714290 -2.002832 -0.464702 -0.172 1.261 1.857
C 0.294904 0.157175 0.561973 -0.644 2.604 0.227
C -0.176932 2.512710 0.632966 1.675 -2.506 -0.339
C -0.381762 -0.150206 -1.732461 -0.176 -1.024 -1.803
H 0.860527 2.864984 0.335758 -1.701 -0.408 -0.065
H 1.202885 -2.195673 0.492438 -0.010 0.202 -0.051
H -1.656881 2.419810 2.549701 -0.442 -0.226 -0.489
H -0.972374 2.298217 -0.055365 -0.017 0.555 -0.282
H 1.464225 -2.160964 -1.183894 0.734 0.098 -1.265
H 0.590883 0.729548 2.278137 0.242 -1.447 1.345
H -0.047729 -2.738754 -0.536590 -0.986 -0.340 -0.385
H 0.270077 0.683417 -2.053236 -0.848 -0.455 -0.763
H 0.609651 -1.132593 2.130097 0.144 0.165 0.674
H -1.415670 0.102689 -1.566774 -0.291 0.720 0.012
H -0.516038 -1.068610 -2.486838 1.051 2.170 1.600

No. 4
12
Properties=species:S:1:pos:R:3:forces:R:3 method="wB97M-V/def2-TZVPD" gap_ev=7.50 total_charge=-1 e_above_lowest_kcal_mol=0.0
Cl -0.413758 1.930668 1.623954 -0.041 -0.049 -0.071
Cl 2.429125 2.241077 1.769143 0.700 0.356 0.652
S -1.385980 -2.242563 -0.723235 -0.256 -0.260 -0.262
O -1.039060 0.361192 -1.462937 0.538 1.025 0.193
O -2.463197 -0.841049 -2.727383 -0.862 -0.331 -0.897
N 1.331278 1.127270 -0.263202 0.164 -0.071 -0.372
C -1.685612 -0.566462 -1.869229 0.287 -0.590 0.600
C 0.547858 -1.462836 1.257859 -0.142 -0.201 -0.233
C 1.123383 1.651902 0.823473 -0.548 -0.073 -0.435
C -0.246279 -1.775308 0.405934 -0.047 -0.013 0.171
H 1.287133 -1.192486 1.953160 0.323 0.133 0.332
H 0.515109 0.768594 -0.787537 -0.115 0.074 0.322

No. 5
14
Properties=species:S:1:pos:R:3:forces:R:3 method="wB97M-V/def2-TZVPD" gap_ev=10.39 smiles="OC1=N[C@@H](O)CC1" e_above_lowest_kcal_mol=38.2
O 2.131846 -1.026109 -0.431962 -0.058 2.330 0.757
O -2.463406 -0.716493 -0.023212 -0.015 2.988 0.261
N -0.182653 -1.258301 0.229469 -2.665 2.924 -0.840
C -0.799980 1.074310 -0.057507 1.714 0.331 3.453
C 0.772675 1.009850 -0.130838 -2.905 -3.750 1.909
C 1.084382 -0.483186 0.342489 -0.989 0.552 2.167
C -1.190555 -0.374658 0.097277 4.087 -1.856 -0.032
H -1.053847 1.742844 0.845523 -0.177 -1.186 -1.285
H -1.219711 1.478091 -0.915776 -0.938 0.861 -1.532
H 1.300231 1.741923 0.359527 1.059 1.681 1.152
H 1.276144 -0.610853 1.490151 0.388 0.640 -1.880
H -2.504961 -1.626069 -0.105579 -0.230 -3.229 -0.127
H 1.856466 -1.890578 -0.589629 -0.453 -2.556 -0.564
H 0.993365 0.939227 -1.109930 1.183 0.270 -3.439

No. 6
13
Properties=species:S:1:pos:R:3:forces:R:3 method="wB97M-V/def2-TZVPD" gap_ev=9.82 e_above_lowest_kcal_mol=36.5
Cl 0.888769 -1.923307 0.394468 -1.593 -2.144 2.471
S -0.959132 0.675671 0.145722 -1.900 0.157 0.473
O -2.186840 1.839353 -0.089391 0.207 -1.351 1.816
O 0.330604 1.303475 0.073640 -0.022 0.885 0.428
N -1.289954 0.507457 1.878803 0.635 -0.605 -0.285
C 1.588008 -0.811536 -0.570592 1.328 -1.097 -3.259
C 1.547812 -0.971474 -1.885329 -1.539 -0.581 -0.141
H -2.746953 1.735388 0.741648 0.891 0.608 -1.359
H 0.921755 -1.700240 -2.459825 0.555 0.708 0.935
H 2.363065 -0.275919 -0.139152 0.762 1.590 0.889
H -2.014739 -0.192325 2.074302 -0.113 0.270 -0.533
H -0.457237 0.030375 2.266092 -0.197 0.647 -0.306
H 2.014842 -0.216919 -2.430386 0.987 0.911 -1.130

No. 7
10
Properties=species:S:1:pos:R:3:forces:R:3 method="wB97M-V/def2-TZVPD" gap_ev=8.23 e_above_lowest_kcal_mol=40.6
Br -0.934776 -2.600346 1.777726 0.002 -0.070 0.591
Br 0.424814 0.819536 -2.998371 -0.447 0.241 0.099
S -0.769207 -1.391245 -0.954326 1.626 1.759 -0.775
N 0.537782 0.058164 -1.324873 -0.863 -2.954 1.794
C 0.250142 0.909493 -0.147928 1.767 1.160 -0.634
C 0.087670 0.060627 1.046383 -0.084 -1.280 2.866
C -0.431797 -1.136245 0.756683 0.055 0.646 -0.881
H 0.325169 0.389019 2.155585 -0.389 -0.615 -2.652
H -0.709171 1.387965 -0.357402 0.240 1.094 0.285
H 1.219375 1.503032 0.046523 -1.907 0.018 -0.692

Short version: total energy = -48900.048; -55391.353; -18132.312; -45646.124; -9845.624; -31111.785; -155566.796 eV, in the order given.